47
Properties=species:S:1:pos:R:3 method="wB97M-V/def2-TZVPD" max_force_ev_per_a=0.61 smiles="COc1ccc(CNC(=O)c2c[nH]c3c(OC)cc(OC)cc3c2=O)cc1" multiplicity=1 e_above_lowest_kcal_mol=29.9 homo_lumo_gap_ha=0.315 total_energy_ev=-34282.648 e_lumo_ev=0.47 homo_energy_ev=-8.1
O 0.652 -0.842 1.140
O -0.362 -1.539 -2.885
O 4.386 4.122 -3.228
O -2.196 -0.671 5.373
O -5.208 -1.589 1.794
N 1.331 -1.200 -1.419
N -3.198 -1.556 0.026
C -3.963 -1.343 2.303
C -0.898 -0.425 5.864
C -2.346 -0.875 4.038
C 4.111 1.831 -4.035
C 0.038 -1.359 -1.744
C -2.223 -1.555 -0.891
C 2.370 -1.118 -2.410
C -0.507 -1.068 0.780
C 2.723 1.297 -1.697
C 3.229 2.559 -1.927
C -1.607 -1.086 1.758
C 2.898 0.282 -2.630
C -2.920 -1.329 1.350
C -0.911 -1.331 -0.587
C 3.929 2.842 -3.099
C 5.084 4.468 -4.398
C -1.327 -0.859 3.110
C -6.297 -1.611 2.688
C -3.670 -1.118 3.627
C 3.596 0.569 -3.794
H 1.946 -1.495 -3.346
H -0.298 -0.677 3.371
H 1.548 -1.026 -0.440
H -1.011 -0.295 6.939
H 3.740 -0.206 -4.532
H -6.421 -0.646 3.188
H -4.163 -1.723 -0.221
H 2.182 1.107 -0.782
H -6.180 -2.399 3.438
H -2.495 -1.740 -1.921
H 6.001 3.879 -4.510
H 5.344 5.519 -4.288
H -7.174 -1.820 2.078
H -0.230 -1.269 5.668
H -0.472 0.483 5.429
H 3.198 -1.773 -2.113
H 4.462 4.342 -5.291
H 3.093 3.351 -1.208
H 4.644 2.011 -4.955
H -4.429 -1.118 4.391

---

81
Properties=species:S:1:pos:R:3 method="wB97M-V/def2-TZVPD" max_force_ev_per_a=2.88 multiplicity=1 e_above_lowest_kcal_mol=10.7 homo_lumo_gap_ha=0.190 total_energy_ev=-176169.573 charge=+3 e_lumo_ev=-10.20 homo_energy_ev=-15.4
Se -3.298 -1.634 1.325
Ga -1.139 -0.342 0.894
P -1.928 0.946 -1.160
P -1.669 1.449 2.513
P 2.220 1.170 -0.357
N 0.375 -3.839 3.266
N 1.809 -3.731 1.275
N 2.228 -2.255 3.180
N 0.272 -1.882 1.761
C -3.392 1.481 3.116
C -1.371 2.642 -1.562
C -0.491 -2.798 2.688
C 1.002 -4.603 2.160
C -3.742 1.116 -1.054
C 2.841 -3.060 2.103
C -6.041 -3.646 -1.129
C -5.233 -4.351 -2.030
C -1.402 3.168 1.969
C 2.046 0.987 -2.132
C -0.739 1.319 4.077
C -3.841 -4.226 -1.955
C -1.683 0.032 -2.715
C -3.254 -3.392 -0.999
C 1.346 -1.250 2.592
C 1.454 -3.187 4.032
C 0.939 -2.699 0.692
C -4.060 -2.685 -0.082
C -0.142 -3.105 -3.154
C -5.469 -2.821 -0.161
C 3.796 0.492 0.178
C 0.835 -2.212 -3.387
C 2.174 2.898 0.137
H -2.466 0.325 -3.427
H -0.904 -2.199 3.513
H 1.404 3.450 -0.417
H 3.155 3.359 -0.049
H 0.176 -3.190 0.070
H -0.386 2.635 -2.045
H -0.918 0.337 4.537
H 0.871 -0.671 3.393
H 3.449 -2.405 1.463
H -1.090 2.105 4.764
H 1.836 -2.323 -2.960
H 0.019 -3.985 -2.523
H 1.103 0.504 0.274
H -1.738 -1.050 -2.553
H 1.588 0.016 -2.372
H 3.034 1.027 -2.614
H -3.448 2.216 3.933
H 0.207 -5.081 1.571
H 1.947 -0.582 1.958
H 1.657 -5.368 2.604
H 1.951 2.964 1.210
H -2.191 3.467 1.267
H -0.420 3.278 1.486
H -6.093 -2.277 0.549
H 2.138 -3.962 4.400
H 1.018 -2.636 4.877
H -5.684 -4.991 -2.786
H 3.475 -3.828 2.569
H -4.012 1.883 -0.318
H -4.107 1.414 -2.047
H -1.313 3.265 -0.662
H -7.126 -3.751 -1.181
H 3.867 -0.581 -0.035
H -1.140 -3.010 -3.600
H -4.082 1.773 2.315
H 4.606 1.007 -0.360
H -2.168 -3.278 -0.940
H -3.683 0.492 3.492
H 1.556 -2.041 0.067
H 1.428 1.787 -2.555
H -1.304 -3.283 2.138
H -0.701 0.258 -3.150
H 3.939 0.654 1.255
H -1.441 3.835 2.845
H 0.337 1.448 3.900
H 0.686 -1.384 -4.084
H -2.096 3.095 -2.253
H -4.202 0.163 -0.757
H -3.199 -4.782 -2.642

---

Copy entry 1 word for word.
47
Properties=species:S:1:pos:R:3 method="wB97M-V/def2-TZVPD" max_force_ev_per_a=0.61 smiles="COc1ccc(CNC(=O)c2c[nH]c3c(OC)cc(OC)cc3c2=O)cc1" multiplicity=1 e_above_lowest_kcal_mol=29.9 homo_lumo_gap_ha=0.315 total_energy_ev=-34282.648 e_lumo_ev=0.47 homo_energy_ev=-8.1
O 0.652 -0.842 1.140
O -0.362 -1.539 -2.885
O 4.386 4.122 -3.228
O -2.196 -0.671 5.373
O -5.208 -1.589 1.794
N 1.331 -1.200 -1.419
N -3.198 -1.556 0.026
C -3.963 -1.343 2.303
C -0.898 -0.425 5.864
C -2.346 -0.875 4.038
C 4.111 1.831 -4.035
C 0.038 -1.359 -1.744
C -2.223 -1.555 -0.891
C 2.370 -1.118 -2.410
C -0.507 -1.068 0.780
C 2.723 1.297 -1.697
C 3.229 2.559 -1.927
C -1.607 -1.086 1.758
C 2.898 0.282 -2.630
C -2.920 -1.329 1.350
C -0.911 -1.331 -0.587
C 3.929 2.842 -3.099
C 5.084 4.468 -4.398
C -1.327 -0.859 3.110
C -6.297 -1.611 2.688
C -3.670 -1.118 3.627
C 3.596 0.569 -3.794
H 1.946 -1.495 -3.346
H -0.298 -0.677 3.371
H 1.548 -1.026 -0.440
H -1.011 -0.295 6.939
H 3.740 -0.206 -4.532
H -6.421 -0.646 3.188
H -4.163 -1.723 -0.221
H 2.182 1.107 -0.782
H -6.180 -2.399 3.438
H -2.495 -1.740 -1.921
H 6.001 3.879 -4.510
H 5.344 5.519 -4.288
H -7.174 -1.820 2.078
H -0.230 -1.269 5.668
H -0.472 0.483 5.429
H 3.198 -1.773 -2.113
H 4.462 4.342 -5.291
H 3.093 3.351 -1.208
H 4.644 2.011 -4.955
H -4.429 -1.118 4.391